{"formula": "C3H8N2O", "method": "wB97M-V/def2-TZVPD", "orbital_gap_ev": [8.584, 8.582], "charge": 0, "mol_weight_g_mol": 88.11, "relative_energy_kj_mol": 488.77, "symbols": ["C", "C", "N", "C", "N", "O", "H", "H", "H", "H", "H", "H", "H", "H"], "positions_angstrom": [[-0.947, 2.164, 0.979], [1.031, -2.027, -0.526], [0.012, 1.498, 0.135], [0.492, -0.744, -1.109], [-0.039, 0.249, 0.154], [0.929, -0.177, -2.073], [-0.483, -0.247, 0.948], [-0.909, -0.764, -0.875], [-0.529, 3.122, 1.281], [-1.221, 1.597, 1.884], [-1.858, 2.367, 0.401], [2.103, -1.918, -0.360], [0.543, -2.295, 0.411], [0.875, -2.824, -1.251]]}